2 unconnected molecules or ions with the total composition C6H17NO at a distorted geometry. Source: OMol25; level of theory: ωB97M-V/def2-TZVPD.

XYZ file:
```
25
Properties=species:S:1:pos:R:3:forces:R:3:mulliken_charge:R:1
C 2.426 -0.058 -1.273 0.29 0.79 -0.46 -1.265
C 0.925 0.023 -1.387 -1.36 -0.73 1.17 -0.343
N 0.375 0.730 -0.197 0.80 -0.51 -0.71 -0.208
C -2.178 -0.671 -1.207 -1.22 1.43 0.34 -1.164
C -2.097 0.042 0.153 0.81 -0.18 -0.25 -0.617
C -0.640 0.157 0.659 -0.74 0.44 0.84 0.420
C -0.574 0.918 1.990 -0.69 0.36 0.71 -1.496
H 2.925 0.910 -1.281 -0.22 0.33 -0.09 0.327
H 2.848 -0.598 -2.110 0.20 -0.47 -0.05 0.389
H 2.684 -0.481 -0.302 0.10 -0.36 -0.57 0.377
H 0.553 -1.008 -1.384 0.08 0.00 0.32 0.135
H 0.408 0.395 -2.274 0.86 0.42 -0.39 0.399
H 0.217 1.693 -0.457 -0.30 0.06 0.41 0.264
H -3.239 -0.871 -1.384 0.18 -0.93 0.08 0.373
H -2.035 0.073 -1.997 0.81 -0.22 -0.03 0.246
H -1.495 -1.510 -1.268 -0.31 -0.23 -0.27 0.331
H -2.601 -0.520 0.942 -0.24 -0.09 -0.15 0.352
H -2.604 1.008 0.078 0.17 0.12 0.10 0.346
H -0.389 -0.867 0.960 0.43 -0.09 -0.66 0.096
H -0.306 1.961 1.877 0.55 0.22 -0.33 0.350
H -1.529 1.031 2.508 -0.30 -0.54 -0.17 0.417
H 0.086 0.445 2.717 0.25 0.14 -0.20 0.373
H 1.843 -1.685 1.516 0.10 0.10 0.07 0.328
H 1.975 -0.171 1.377 -0.09 0.01 0.08 0.263
O 2.424 -0.948 1.742 -0.16 -0.09 0.22 -0.692
```
Positions in Å, forces in eV/Å.

Calculated values
Kohn-Sham gap = 9.69 eV
E_tot = -10034.6545 eV
energy above the lowest of the compared OMol25 structures with the same formula, charge and spin = 21.4 kcal/mol
charge = 0